C38H85AsF6O22P3S5 | ωB97M-V/def2-TZVPD

Computed properties:
- Kohn-Sham gap (eV) = 9.20
- F_max (eV Å⁻¹) = 4.5
- lowest unoccupied orbital energy (eV) = 1.7
- total charge = -1
- relative energy (zero: lowest compared OMol25 entry of this formula, charge and spin) (kcal/mol) = 141.9
- highest occupied orbital energy (eV) = -7.5171
- spin multiplicity = 1

Structure (XYZ):
```
160
C38H85AsF6O22P3S5, DFT ωB97M-V/def2-TZVPD
O -6.13 -2.64 2.02
H 4.85 9.03 -0.98
H 2.50 -3.24 -4.87
H -7.23 -1.99 3.57
H -6.34 2.76 0.27
H 5.65 3.83 -3.74
H 5.63 -0.50 0.84
H -5.78 3.38 1.92
H -1.00 0.98 2.54
H -4.02 2.15 0.91
C 4.30 7.50 0.44
H -1.70 0.41 5.35
O -4.93 1.45 -1.65
H -0.10 1.12 -3.36
H -0.57 -2.35 -1.88
C -4.40 4.37 -3.41
C -5.10 -5.74 1.73
C -1.89 0.93 4.41
C -5.94 -5.33 0.62
H -3.77 6.02 -4.54
H 4.36 -4.35 -5.41
H -1.07 2.30 -4.05
C 6.75 -0.59 2.58
H 4.55 2.54 -1.35
O 4.15 4.46 -2.01
C 3.43 -1.84 -3.42
H -2.56 -1.82 2.90
C -7.98 -1.68 1.43
C 0.05 4.57 0.01
O 5.96 -1.35 -2.62
H -0.28 -0.22 3.49
O 0.39 -4.92 -0.02
H -1.22 -7.04 2.50
C -0.21 -6.90 2.86
H 5.43 -2.36 -6.01
O 4.34 6.58 -0.60
O 5.06 0.06 -4.60
O 4.61 4.22 0.50
C 6.91 1.39 0.91
S -0.79 3.35 4.27
C -0.84 -3.28 -3.90
F 2.35 -1.92 0.36
H 0.10 -3.63 -4.33
H -2.05 -1.93 1.25
S 1.10 -5.10 1.21
F 3.09 0.58 0.35
O -3.64 3.18 -3.27
H -0.91 -2.28 -4.31
C 5.36 2.87 -3.31
H -2.69 -3.62 -0.97
F 0.97 -0.17 -1.00
H -2.75 4.49 -4.88
C -1.21 2.14 -1.79
H -0.16 5.60 0.29
H -1.38 3.18 -1.53
O -2.44 1.52 -1.87
C -1.03 -3.24 -2.31
C -2.33 2.41 4.63
H -5.93 4.49 0.70
H 4.66 7.15 1.41
H 5.12 1.95 2.01
O 2.22 5.17 -0.31
As 1.52 -0.37 0.75
H -8.98 -1.41 1.76
H -3.67 3.87 1.25
C -3.73 4.94 -4.72
O -3.02 -3.35 -5.25
H -0.47 -4.08 -1.90
H 5.17 9.30 0.74
H 1.23 2.17 3.33
H -5.47 -4.59 -0.04
C -0.49 2.11 -3.14
O -5.18 -4.88 2.88
H 0.58 -5.59 4.31
H -2.62 2.71 5.63
H 0.76 -7.39 0.80
C 4.57 -3.73 -4.54
H -2.92 0.13 1.01
C 5.22 8.57 -0.06
O -3.69 3.47 -0.70
H 7.16 -0.76 0.36
H 6.61 -2.73 -4.91
C 5.53 -2.58 -4.95
H 6.27 2.41 -2.93
C -3.62 -0.59 1.43
C -2.94 -1.81 1.88
H -4.31 5.03 -2.54
H 0.29 2.87 -3.25
O -0.35 4.09 5.47
H 1.95 -7.02 2.00
H 0.96 1.66 4.91
C -4.20 3.18 0.59
H -3.05 -2.50 -2.35
H -6.20 -6.17 -0.02
C 0.90 -6.84 1.73
H 6.63 1.84 -0.05
F 0.69 1.18 1.08
H 7.68 -1.08 2.87
H -0.74 3.97 0.46
H -2.69 -5.53 -2.40
H -2.68 0.30 3.98
O 5.47 0.91 4.45
S 6.64 0.88 3.58
O -1.76 -5.52 -5.19
H 2.70 -3.82 -3.28
C 3.21 -3.24 -4.05
H -5.45 4.16 -3.59
H 1.61 3.09 -0.03
P -3.81 2.33 -1.86
H -8.04 -2.69 1.02
H -5.17 -6.72 2.19
C 0.42 1.89 3.99
H 6.21 3.09 2.50
C 6.19 2.07 2.11
S 5.11 -1.18 -3.80
C 4.23 3.06 -2.25
C -2.49 -3.37 -2.01
H -4.02 -4.48 -3.11
H 5.86 -1.18 2.81
H 1.78 4.15 1.35
C -0.04 -4.42 2.58
P -4.90 -3.29 2.85
H -6.88 -4.95 1.01
C 1.44 4.11 0.32
H -4.12 -0.11 2.27
H -0.59 1.71 -1.00
H 3.30 -1.63 -2.36
C -2.96 -4.58 -2.86
H -4.08 -5.84 1.36
C -0.59 0.82 3.54
O -1.04 4.09 2.98
H -4.31 4.70 -5.61
H 0.30 -3.57 3.17
H -7.54 -1.02 0.68
C -0.22 -5.51 3.58
F -0.03 -1.24 1.12
H 2.70 -1.27 -4.00
H -6.57 -0.67 2.60
H -4.38 -0.64 0.64
H -1.15 -5.35 4.13
O 7.94 1.25 4.12
H -3.09 2.63 3.88
C -5.71 3.43 0.84
S -2.21 -4.31 -4.52
H -1.02 -4.36 2.11
C -7.03 -1.66 2.55
P 3.85 4.96 -0.50
C 6.63 -0.16 1.10
O -4.71 -2.69 4.19
H 0.15 -7.71 3.50
H 3.35 8.01 0.60
H 7.98 1.58 0.96
O -3.65 -3.08 1.84
H 6.27 8.33 -0.24
H 5.12 2.33 -4.23
H 5.06 -4.28 -3.74
O 2.49 -4.72 1.42
F 1.96 -0.41 2.46
H 0.03 4.61 -1.08
H 3.31 2.56 -2.55
```

***

C38H86N4O7 | ωB97M-V/def2-TZVPD

Computed properties:
- Kohn-Sham gap (alpha / beta) (eV) = 7.91 / 4.06
- F_max (eV Å⁻¹) = 3.6
- lowest unoccupied orbital energy (alpha / beta) (eV) = -2.0 / -5.9
- ⟨S²⟩ = 0.75
- total charge = +1
- highest occupied orbital energy (alpha / beta) (eV) = -9.9341 / -9.9341
- spin multiplicity = 2

Structure (XYZ):
```
135
C38H86N4O7, DFT ωB97M-V/def2-TZVPD
H -6.29 4.41 -3.11
C 5.12 0.07 3.34
H -0.26 0.47 -0.01
C -4.19 3.99 -3.58
H -6.30 2.32 -0.26
H -0.02 4.02 4.46
C -2.18 3.27 -2.22
H -1.60 4.19 -2.20
H 2.49 0.36 -2.69
O -2.42 -1.40 -0.94
O -3.93 1.53 -0.71
H 3.23 -3.43 -0.99
H 3.31 0.69 -4.15
H -2.90 -0.60 2.12
H 3.27 1.29 3.26
H 6.86 1.10 2.54
H -3.65 0.65 -0.96
H -7.22 3.30 -1.38
H -1.48 -3.71 1.40
H -0.85 -1.14 4.21
O -1.26 -2.82 1.12
C -3.32 -2.14 -1.76
C 3.56 0.24 3.23
C 4.91 -2.03 1.88
H 5.21 -0.40 5.46
C -4.38 -2.81 -0.96
C 2.55 0.03 -3.72
C 2.79 -2.04 -5.22
H 2.15 -4.87 -4.29
H -3.59 5.46 -1.42
C -1.77 0.66 3.35
H -5.30 -0.10 -3.25
O -1.71 1.39 1.09
H -1.79 3.99 4.22
H -3.39 -0.80 3.81
H -3.96 5.05 -3.55
H 6.94 -2.11 4.07
O 0.41 -1.52 -3.15
H 5.06 -3.87 3.17
H 3.08 -2.11 0.74
C 4.23 -3.40 -2.83
H 1.09 1.71 2.92
H 0.80 -2.84 -0.62
H 5.00 1.38 5.15
H 4.99 -1.60 -3.62
H 3.78 -1.83 -5.63
C 4.10 -1.87 -3.04
C -6.81 2.31 -1.23
H 0.80 2.34 1.33
H -2.75 -2.93 -2.25
H -7.10 2.38 -3.96
H -7.62 1.59 -1.18
H -2.04 0.43 5.46
H -0.39 -2.66 1.50
H -4.89 -2.05 -0.37
H -5.01 -3.45 -1.58
H 6.64 -1.61 0.60
H -1.89 2.83 -3.17
H 5.53 2.16 2.83
H -5.66 1.73 -4.52
C -2.03 1.21 4.70
H -1.73 2.62 -1.46
H 6.53 0.61 4.87
H 1.00 -5.52 -3.15
H 1.87 -0.15 1.90
N 5.54 -1.32 3.04
H -5.71 -0.24 -1.56
H 4.54 -4.17 1.51
H -0.38 -3.58 -1.79
C 2.95 -0.30 1.94
H 5.19 -0.70 0.22
H -6.03 4.14 -4.80
C -3.11 -0.08 3.05
C 5.78 1.16 2.47
H 2.85 -2.46 2.44
C 2.78 -1.46 -3.75
H -0.81 3.96 0.85
H -0.46 -0.81 -0.80
H 1.47 3.38 2.67
H 4.28 -3.84 -3.82
H 0.30 -0.02 3.71
H -2.99 1.71 4.84
H -0.06 1.73 5.43
H 1.65 0.36 -4.24
C 0.61 -3.62 -1.34
C 5.17 -3.54 2.14
H -0.49 -0.84 2.41
O 0.15 -0.08 -0.69
C 1.36 -4.59 -3.58
C -5.79 1.80 -2.29
N -4.33 2.06 -1.93
C -1.15 4.13 1.87
H 5.27 -2.34 -0.29
H 5.25 -3.55 -2.47
H -3.85 0.71 2.89
N -1.64 1.77 2.40
C -0.98 2.25 5.20
H 3.32 0.25 1.07
H 4.29 -1.43 -2.07
H -1.28 2.73 6.13
H -3.54 4.27 -0.10
C -3.98 4.51 -1.06
C -0.66 -0.42 3.41
C -5.97 0.28 -2.48
O 6.91 -1.53 3.30
C -5.70 3.82 -3.81
H -2.22 4.36 1.95
C -6.04 2.35 -3.71
C -0.72 2.91 2.70
C 3.09 -3.89 -1.97
H 2.03 -1.58 -5.85
H -7.02 0.08 -2.68
H -2.64 1.50 0.88
C 5.55 -1.68 0.53
H 0.53 -0.89 -2.43
H 6.22 -3.70 1.89
H -2.17 -1.97 -0.20
H -0.71 5.05 2.26
H 0.72 -4.54 -0.76
H 5.52 1.13 1.41
H 0.59 -4.19 -4.24
H 3.15 -4.96 -1.80
H -5.04 4.57 -0.80
N 1.67 -2.14 -2.99
H -3.92 -3.61 -0.39
C 3.38 -1.81 1.74
C 5.45 0.45 4.83
C -0.87 3.41 4.18
C 1.71 -3.55 -2.48
H -3.56 3.47 -4.31
C -3.76 3.41 -2.15
H -3.74 -1.55 -2.57
H 3.03 -0.17 4.10
H 2.68 -3.12 -5.26
C 0.76 2.60 2.39
```